[1]
Entry from the Open Molecules 2025 dataset: a structure of composition C2H6CoO3 (ωB97M-V/def2-TZVPD).

```
12
Properties=species:S:1:pos:R:3:forces:R:3:mulliken_spin:R:1
O 0.278 1.751 0.305 -1.224 -1.100 -1.083 -0.004
C -0.351 1.026 -0.656 -2.696 0.091 0.583 0.072
H -0.178 1.303 -1.717 1.022 -0.923 0.495 0.017
H -1.442 1.251 -0.565 0.193 -0.279 0.194 0.010
Co 1.951 1.172 0.803 1.123 -0.340 0.205 3.766
O 2.115 -0.096 -0.532 -1.578 -3.826 -0.716 0.090
H 1.380 -0.911 -0.685 2.775 3.845 0.638 0.008
C -0.762 -1.122 0.656 0.120 0.788 0.164 0.002
O -0.476 -0.605 -0.617 0.643 1.602 -0.462 0.022
H -0.769 -2.226 0.663 -0.025 0.392 -0.381 0.002
H 0.001 -0.800 1.389 -0.314 -0.076 -0.045 0.014
H -1.747 -0.743 0.957 -0.040 -0.172 0.407 0.001
```
Positions in Å, forces in eV/Å.

Summary:
2S+1: 5
<S²>: 6.01
Charge: -1
Largest force on an atom in eV/A: 4.8
Total energy in Ha: -1688.19169
LUMO level (spin up / spin down) in eV: 4.04 / 3.98
HOMO-LUMO gap (spin up / spin down) in eV: 5.5 / 8.5



[2]
Entry from the Open Molecules 2025 dataset: a structure of composition C5H8N2O (ωB97M-V/def2-TZVPD).

```
16
Properties=species:S:1:pos:R:3:forces:R:3:nbo_charge:R:1
C 0.597 -1.559 -0.916 -1.584 -0.316 -5.475 -0.585
C -0.435 -0.402 -0.800 9.265 -3.245 -5.327 -0.127
C -2.054 -0.154 0.182 -3.271 0.716 1.738 0.075
C -0.993 0.468 0.959 -1.575 0.758 1.431 -0.337
C 0.104 0.386 0.215 -3.525 1.932 4.350 0.142
H 0.295 -2.100 -0.110 0.178 -2.320 2.384 0.205
H 0.297 -2.140 -1.926 0.783 0.947 2.374 0.214
H 1.627 -1.268 -1.040 0.311 0.119 0.502 0.210
H -0.137 0.216 -1.557 0.084 1.625 -3.465 0.241
H -3.123 0.055 0.372 0.464 -0.626 0.337 0.185
H -1.029 0.934 1.919 -0.594 0.484 0.361 0.224
H 1.905 0.153 0.967 -1.699 3.671 -2.037 0.367
H 2.079 2.927 0.737 -3.850 -3.068 3.754 0.484
N -1.688 -0.800 -0.877 -3.119 0.825 1.780 -0.396
N 1.275 1.043 0.391 4.870 -1.951 3.113 -0.331
O 1.278 2.240 1.486 3.260 0.449 -5.821 -0.570
```
Positions in Å, forces in eV/Å.

Summary:
2S+1: 1
Largest force on an atom in eV/A: 11.2
Total energy in Ha: -379.78730
Energy relative to the best compared isomer or geometry (same formula, charge and spin) in kJ/mol: 789.9
LUMO level in eV: 0.17
HOMO-LUMO gap in eV: 9.3



[3]
Entry from the Open Molecules 2025 dataset: a structure of composition C29H64GaO2S (ωB97M-V/def2-TZVPD).

```
97
Properties=species:S:1:pos:R:3:forces:R:3:mulliken_charge:R:1
C 2.621 0.456 -4.653 -0.035 -0.069 0.008 -1.306
C 3.591 -0.717 -4.531 -0.020 0.064 0.088 -0.438
C 2.914 -1.983 -3.998 0.049 0.062 0.171 -0.551
C 3.887 -2.932 -3.278 -0.014 -0.015 -0.134 -0.513
C 3.565 -4.414 -3.492 -0.096 -0.027 0.003 -1.187
C 2.465 -4.956 -2.574 0.181 0.030 -0.005 -0.425
C 2.864 -4.990 -1.087 0.010 -0.022 0.008 -0.857
C 1.762 -4.661 -0.060 0.014 -0.136 0.099 0.068
C 0.347 -5.065 -0.470 -0.009 -0.010 0.021 -0.538
C -0.701 -4.965 0.643 -0.026 -0.066 -0.061 0.301
C -0.535 -5.990 1.779 0.108 0.065 -0.012 -0.925
C 0.234 -5.566 3.041 -0.078 -0.057 0.028 -0.479
C -0.480 -4.496 3.879 0.102 0.050 0.185 -0.972
C -0.281 -3.028 3.436 -0.223 -0.031 -0.156 -0.374
Ga -2.080 -2.129 2.976 0.156 -0.020 0.080 0.608
C -2.030 -0.813 1.403 -0.119 0.137 0.090 0.200
C -3.362 -0.793 0.618 0.101 0.085 -0.011 -1.388
C -3.190 -0.735 -0.914 -0.076 0.048 0.137 -0.439
C -3.250 0.700 -1.482 0.085 -0.066 -0.042 -0.617
C -2.023 1.109 -2.315 0.029 -0.121 0.072 -1.123
C -0.935 1.834 -1.508 0.093 0.006 -0.063 -0.502
C -1.445 2.912 -0.554 0.024 -0.043 0.072 -0.381
C -0.343 3.871 -0.104 -0.067 0.054 -0.110 -0.889
C -0.730 4.691 1.141 0.141 0.094 -0.090 -0.472
C 0.277 4.636 2.292 -0.063 -0.069 0.113 -1.042
C 0.639 3.209 2.716 -0.022 0.132 -0.040 0.001
C 1.238 3.208 4.114 -0.046 -0.087 0.075 -0.625
O 1.676 1.959 4.635 0.217 0.094 -0.133 -0.425
C 1.256 0.781 3.970 -0.160 -0.108 0.027 -0.604
H 1.719 0.163 -5.198 0.069 0.035 -0.028 0.316
H 2.303 0.783 -3.660 -0.011 0.019 -0.066 0.306
H 3.071 1.307 -5.168 -0.026 -0.021 0.037 0.404
H 4.056 -0.922 -5.501 0.036 -0.033 0.080 0.295
H 4.400 -0.445 -3.844 -0.023 0.042 -0.087 0.357
H 2.125 -1.668 -3.306 -0.040 -0.148 -0.073 0.202
H 2.427 -2.518 -4.821 -0.052 0.105 0.035 0.339
H 3.870 -2.696 -2.209 0.134 -0.014 -0.060 0.321
H 4.908 -2.727 -3.620 -0.080 -0.029 -0.045 0.449
H 3.231 -4.536 -4.530 0.137 -0.060 0.021 0.412
H 4.465 -5.031 -3.384 -0.016 0.084 0.094 0.366
H 1.556 -4.368 -2.728 0.066 -0.017 0.026 0.180
H 2.249 -5.980 -2.896 -0.237 0.118 -0.015 0.374
H 3.708 -4.311 -0.923 -0.055 -0.067 0.035 0.448
H 3.247 -5.991 -0.860 0.008 0.047 -0.081 0.335
H 2.015 -5.196 0.859 0.001 0.104 0.022 -0.022
H 1.777 -3.598 0.208 -0.066 -0.031 -0.127 0.142
H 0.362 -6.098 -0.849 0.008 0.060 0.026 0.173
H 0.018 -4.439 -1.306 0.003 -0.037 0.037 0.344
H -1.675 -5.137 0.174 0.022 0.054 0.061 0.252
H -0.742 -3.949 1.039 -0.007 -0.046 -0.008 -0.699
H -0.068 -6.891 1.353 -0.060 0.027 0.071 0.305
H -1.532 -6.284 2.123 0.054 -0.028 -0.063 0.495
H 1.252 -5.230 2.815 -0.078 -0.001 -0.046 0.168
H 0.340 -6.469 3.659 0.021 0.033 -0.070 0.370
H -1.548 -4.757 3.902 0.074 0.022 -0.017 0.261
H -0.135 -4.603 4.915 -0.014 -0.012 -0.065 0.326
H 0.376 -2.982 2.559 0.067 -0.001 0.095 0.120
H 0.225 -2.478 4.237 0.001 0.045 -0.094 0.512
H -3.083 -3.340 2.550 -0.019 0.007 -0.010 -0.494
H -2.629 -1.357 4.296 -0.048 0.011 0.002 -0.595
H -1.200 -1.023 0.714 -0.014 -0.074 0.093 0.260
H -1.835 0.183 1.826 0.087 -0.013 -0.113 -0.203
H -3.934 0.093 0.923 -0.100 -0.151 0.015 0.431
H -3.985 -1.652 0.889 0.136 -0.050 -0.063 0.443
H -3.946 -1.358 -1.404 0.020 0.064 0.001 0.353
H -2.220 -1.181 -1.165 -0.089 -0.023 0.000 0.198
H -3.357 1.381 -0.634 -0.047 0.028 -0.155 0.419
H -4.158 0.830 -2.079 0.055 -0.064 -0.003 0.383
H -1.577 0.196 -2.726 -0.049 0.095 -0.146 0.354
H -2.314 1.717 -3.180 -0.038 0.113 0.167 0.401
H -0.221 2.295 -2.203 -0.039 -0.076 -0.016 0.417
H -0.363 1.097 -0.931 -0.061 0.070 0.036 0.176
H -2.260 3.478 -1.022 0.051 0.008 0.050 0.321
H -1.864 2.437 0.339 -0.002 -0.009 -0.089 0.212
H -0.118 4.558 -0.927 0.083 -0.091 0.028 0.488
H 0.566 3.286 0.075 -0.042 0.068 0.050 0.448
H -1.697 4.337 1.518 0.058 0.020 -0.039 0.367
H -0.867 5.733 0.834 -0.128 -0.041 0.104 0.054
H 1.185 5.196 2.037 -0.016 -0.075 -0.010 0.330
H -0.165 5.144 3.159 0.050 0.057 -0.074 0.383
H -0.265 2.593 2.677 0.076 -0.029 0.026 0.135
H 1.355 2.783 2.008 -0.061 -0.047 0.040 0.349
H 2.111 3.872 4.117 -0.046 -0.014 0.055 0.236
H 0.509 3.630 4.822 -0.022 -0.009 -0.095 0.331
H 1.668 0.706 2.957 -0.054 0.010 0.057 0.234
H 1.637 -0.054 4.557 -0.021 0.048 -0.026 0.288
H 0.166 0.689 3.919 0.062 -0.022 0.003 0.329
C -2.997 8.682 0.472 -0.022 0.029 0.027 -0.937
S -2.791 8.268 -1.266 -0.008 -0.026 0.033 0.413
O -1.946 7.050 -1.308 0.044 -0.016 -0.045 -0.493
C -1.716 9.653 -1.667 0.007 0.043 0.003 -0.959
H -3.602 7.896 0.919 0.007 -0.009 -0.011 0.315
H -2.017 8.712 0.948 0.006 -0.015 -0.013 0.282
H -3.508 9.640 0.562 -0.003 -0.006 0.005 0.390
H -0.832 9.613 -1.032 -0.003 -0.019 0.003 0.295
H -2.257 10.589 -1.527 0.003 0.000 -0.005 0.385
H -1.428 9.546 -2.711 -0.005 -0.012 0.002 0.307
```
Positions in Å, forces in eV/Å.

Summary:
2S+1: 1
Charge: -1
Largest force on an atom in eV/A: 0.3
Total energy in Ha: -3616.72374
LUMO level in eV: 1.83
HOMO-LUMO gap in eV: 6.2



[4]
Entry from the Open Molecules 2025 dataset: an isolated molecule of C9H19NOSSi (ωB97M-V/def2-TZVPD).

```
32
Properties=species:S:1:pos:R:3:forces:R:3:nbo_charge:R:1
C -1.255 -1.891 -0.616 0.154 0.293 0.132 -0.607
C -1.631 -0.425 -0.387 0.155 0.137 0.100 -0.468
C -2.752 -0.368 0.650 0.243 0.073 0.009 -0.610
C -2.158 0.152 -1.704 0.241 0.086 0.228 -0.608
Si -0.134 0.611 0.259 0.138 0.120 -0.053 1.682
C -0.529 2.472 0.235 0.072 -0.653 0.015 -1.130
C 0.419 0.054 1.995 -0.191 0.149 -0.633 -1.133
C 1.394 0.343 -0.908 -0.510 0.627 0.255 -0.573
N 2.045 -0.922 -0.723 -0.455 -0.417 -0.400 -0.629
C 3.167 -1.020 0.010 0.422 0.056 0.141 0.669
O 3.700 -2.059 0.325 0.169 -0.251 0.140 -0.606
C 3.689 0.355 0.396 0.003 0.314 0.089 -0.630
S 2.701 1.573 -0.502 0.006 0.020 -0.051 0.194
H -0.567 -1.989 -1.453 0.097 -0.107 -0.131 0.193
H -0.799 -2.326 0.270 0.090 -0.159 0.099 0.211
H -2.146 -2.473 -0.854 -0.111 -0.088 -0.056 0.210
H -3.035 0.660 0.859 -0.137 0.162 0.095 0.207
H -2.443 -0.835 1.581 -0.034 -0.072 0.193 0.209
H -3.634 -0.894 0.285 -0.145 -0.079 -0.054 0.206
H -2.523 1.166 -1.563 -0.078 0.172 -0.066 0.210
H -1.381 0.170 -2.465 0.066 0.027 -0.191 0.202
H -2.982 -0.455 -2.076 -0.119 -0.089 -0.063 0.207
H -1.382 2.706 0.865 -0.206 0.015 0.116 0.239
H 0.318 3.047 0.597 0.158 -0.005 0.100 0.253
H -0.751 2.823 -0.768 -0.075 0.013 -0.218 0.238
H -0.411 0.062 2.695 -0.191 0.022 0.101 0.243
H 0.839 -0.949 1.993 0.031 -0.178 -0.058 0.244
H 1.176 0.726 2.389 0.138 0.172 0.002 0.244
H 1.161 0.494 -1.965 -0.062 0.006 0.025 0.227
H 1.570 -1.765 -1.008 0.146 -0.066 0.133 0.416
H 3.598 0.499 1.474 0.048 -0.158 -0.038 0.236
H 4.737 0.456 0.114 -0.061 -0.143 0.038 0.252
```
Positions in Å, forces in eV/Å.

Summary:
2S+1: 1
Largest force on an atom in eV/A: 0.8
Total energy in Ha: -1172.05497
Energy relative to the best compared isomer or geometry (same formula, charge and spin) in kJ/mol: 0.0
LUMO level in eV: 0.56
HOMO-LUMO gap in eV: 9.1



Q: Which of these has the lowest largest force on an atom?
A: C29H64GaO2S



Q: Which of these has the highest largest force on an atom?
A: C5H8N2O